# C5H8N2O

C5H8N2O as an isolated structure (ωB97M-V/def2-TZVPD, OMol25).

Atoms and positions in Å:
C 0.06664 0.59648 -0.81274
C 1.14926 -0.21993 0.15848
C -0.69296 -0.81289 -0.42910
C -0.85520 -0.74356 1.05484
C 0.47189 -0.40544 1.49607
H -0.46559 2.44370 -1.49677
H -0.44257 2.35172 0.15582
H 0.42717 0.55783 -1.88113
H 2.21905 0.05987 0.16798
H 0.89653 -1.35916 -1.52571
H -1.51763 -1.18647 -1.06955
H -1.63534 -1.36344 1.45338
H 1.05934 -0.73304 2.31831
N -0.61904 1.82456 -0.69985
N 0.58640 -1.46596 -0.55389
O -0.64795 0.45574 1.66386

Its gap between HOMO and LUMO is 9.672 eV. Its HOMO energy is -8.71 eV. The value obtained for the max |F| is 3.4 eV/A. For the calculated total energy, the calculation gives -379.938782 hartree. As for the energy above the lowest of the compared OMol25 structures with the same formula, charge and spin: 4.065 eV. The spin multiplicity is 1.

natural (NBO) atomic charge list, values in e, 4 entries: atom 1 (C): -0.0208, atom 2 (C): -0.1172, atom 3 (C): -0.1266, atom 4 (C): 0.0495

# C5H8N2O

A 2-piece molecular cluster, C5H8N2O overall (ωB97M-V/def2-TZVPD, OMol25).

Atoms and positions in Å:
C -1.23078 1.42130 0.51294
C 2.49231 0.28866 0.98366
C -1.03569 0.87588 -0.66499
C -1.65866 -1.46442 0.10304
C -1.20000 -0.63212 -0.92034
N 1.94350 -0.95880 -0.84332
N -2.21873 -2.00919 0.93006
O 2.19166 0.15115 -0.26295
H -1.04304 2.58284 0.57267
H -1.86535 1.00649 1.22822
H 2.15932 1.24427 1.30024
H 2.64305 -0.48676 1.71301
H -0.75734 1.55401 -1.48573
H -0.19170 -0.98124 -1.24474
H -1.91649 -0.90286 -1.83496
H 1.68792 -1.68920 -0.08680

Its gap between HOMO and LUMO (spin up / spin down) is 8.605 / 9.136 eV. Its HOMO energy (spin up / spin down) is -8.76 / -9.28 eV. The value obtained for the max |F| is 4.4 eV/A. For the calculated total energy, the calculation gives -379.829396 hartree. As for the energy above the lowest of the compared OMol25 structures with the same formula, charge and spin: 7.042 eV. The spin multiplicity is 1.

natural (NBO) atomic charge list, values in e, 4 entries: atom 1 (C): -0.4046, atom 2 (C): -0.0532, atom 3 (C): -0.1626, atom 4 (C): 0.2788

# C5H8N2O

One molecule with the formula C5H8N2O (ωB97M-V/def2-TZVPD, OMol25).

Atoms and positions in Å:
H 0.84368 2.94355 1.27140
N 0.18281 2.20988 1.51043
C -0.37267 1.63600 0.54668
C -1.37419 0.55136 0.78411
C -1.08241 -0.67777 -0.08699
C 0.33583 -1.15661 0.20322
O 0.66707 -1.69782 1.22753
N 1.21517 -0.71087 -0.74421
C 1.93184 -1.26513 -1.60057
H -0.17965 1.85467 -0.51650
H -2.36800 0.93532 0.53497
H -1.35420 0.28470 1.83951
H -1.77306 -1.47912 0.18177
H -1.18887 -0.43997 -1.14581
H 2.58018 -0.64736 -2.20748
H 1.93644 -2.34082 -1.79806

Its gap between HOMO and LUMO is 10.498 eV. Its HOMO energy is -9.76 eV. The value obtained for the max |F| is 1.0 eV/A. For the calculated total energy, the calculation gives -380.029242 hartree. As for the energy above the lowest of the compared OMol25 structures with the same formula, charge and spin: 1.604 eV. The spin multiplicity is 1.

natural (NBO) atomic charge list, values in e, 4 entries: atom 1 (H): 0.3407, atom 2 (N): -0.6115, atom 3 (C): 0.1436, atom 4 (C): -0.4580

# C5H8N2O

One molecule with the formula C5H8N2O (ωB97M-V/def2-TZVPD, OMol25).

Atoms and positions in Å:
C 2.51449 -1.50718 -0.64870
C 1.61343 -0.70974 -0.13687
N 0.22706 -0.68235 -0.66854
C -0.59111 0.08921 -0.09291
C -0.44044 1.30864 0.98142
C -1.32725 2.25109 0.80937
N -1.75449 -0.33769 -0.48435
O -1.79379 -1.44019 -1.15051
H 2.36287 -2.24733 -1.48406
H 3.48737 -1.66208 -0.23505
H 2.10953 0.06256 0.63324
H 0.69821 1.39823 1.41065
H -1.42789 3.23854 1.49184
H -2.35823 2.18748 0.24667
H -2.42791 -0.18213 0.43523
H -0.89185 -1.76708 -1.10742

Its gap between HOMO and LUMO is 8.915 eV. Its HOMO energy is -8.27 eV. The value obtained for the max |F| is 9.8 eV/A. For the calculated total energy, the calculation gives -379.846276 hartree. As for the energy above the lowest of the compared OMol25 structures with the same formula, charge and spin: 6.582 eV. The spin multiplicity is 1.

natural (NBO) atomic charge list, values in e, 4 entries: atom 1 (C): -0.4269, atom 2 (C): -0.0444, atom 3 (N): -0.6052, atom 4 (C): 0.3996

# C5H8N2O

One molecule with the formula C5H8N2O (ωB97M-V/def2-TZVPD, OMol25).

Atoms and positions in Å:
C 2.20843 -1.68517 -0.19523
C -0.05035 1.25590 0.49918
C -1.37844 0.63710 -0.00091
N -2.49313 1.16354 0.52369
C 1.16604 0.49859 0.30458
C 1.04997 -0.74333 -0.21492
N -1.45260 -0.15812 -1.06266
O -0.12915 2.36363 1.02344
H -2.36010 1.84013 1.26721
H -3.41102 0.93469 0.17562
H -2.39188 -0.39722 -1.36358
H 2.08363 0.92983 0.70915
H -0.36257 -0.76759 -1.12906
H 2.03027 -2.46741 0.55125
H 3.16566 -1.21110 0.06965
H 2.32525 -2.19348 -1.15740

Its gap between HOMO and LUMO is 7.907 eV. Its HOMO energy is -7.76 eV. The value obtained for the max |F| is 2.5 eV/A. For the calculated total energy, the calculation gives -379.978117 hartree. As for the energy above the lowest of the compared OMol25 structures with the same formula, charge and spin: 2.995 eV. The spin multiplicity is 1.

natural (NBO) atomic charge list, values in e, 4 entries: atom 1 (C): -0.6905, atom 2 (C): 0.4842, atom 3 (C): 0.4620, atom 4 (N): -0.7561

# C5H8N2O

One molecule with the formula C5H8N2O (ωB97M-V/def2-TZVPD, OMol25).

Atoms and positions in Å:
C 1.90591 1.30337 0.08850
N 0.63115 0.82249 -0.63737
C 0.19773 -0.34272 -0.62299
C 0.97527 -1.65224 -0.21969
O 2.20741 -1.36880 -0.06371
N -1.22999 -0.68044 -0.84388
C -1.76573 -0.50683 0.71940
C -1.99785 0.48697 -0.34986
H 2.89236 0.67558 -0.25186
H 1.67007 1.16416 1.25028
H 2.24782 2.42239 0.00658
H 0.34732 -2.66599 -0.66027
H -2.54941 -1.22125 1.00949
H -1.08326 -0.43898 1.62669
H -3.11087 0.41570 -0.74287
H -1.33795 1.58661 -0.30846

Its gap between HOMO and LUMO is 8.616 eV. Its HOMO energy is -9.03 eV. The value obtained for the max |F| is 5.8 eV/A. For the calculated total energy, the calculation gives -379.860904 hartree. As for the energy above the lowest of the compared OMol25 structures with the same formula, charge and spin: 6.184 eV. The spin multiplicity is 1.

natural (NBO) atomic charge list, values in e, 4 entries: atom 1 (C): -0.4545, atom 2 (N): -0.4449, atom 3 (C): 0.3215, atom 4 (C): 0.3362

# C5H8N2O

One molecule with the formula C5H8N2O (ωB97M-V/def2-TZVPD, OMol25).

Atoms and positions in Å:
C 1.44719 1.16489 0.23550
C 0.78462 -0.10384 -0.36836
C 0.65542 -1.21197 0.65703
O -0.53629 -0.74903 1.41179
C -1.40491 0.16766 0.89946
N -1.44564 0.62900 -0.28195
N -0.49581 -0.12881 -0.90240
C 0.50826 0.10103 -1.87091
H 1.33276 2.10873 -0.30692
H 2.54635 0.96168 0.42365
H 0.99826 1.34552 1.26523
H 1.47045 -1.35043 1.41260
H 0.52456 -2.20693 0.10976
H -2.24771 0.48281 1.58880
H 0.78291 1.13755 -2.21653
H 0.52944 -0.69457 -2.59668

Its gap between HOMO and LUMO is 9.579 eV. Its HOMO energy is -8.63 eV. The value obtained for the max |F| is 2.5 eV/A. For the calculated total energy, the calculation gives -379.919094 hartree. As for the energy above the lowest of the compared OMol25 structures with the same formula, charge and spin: 4.601 eV. The spin multiplicity is 1.

natural (NBO) atomic charge list, values in e, 4 entries: atom 1 (C): -0.6465, atom 2 (C): 0.0236, atom 3 (C): -0.0566, atom 4 (O): -0.5163

# C5H8N2O

One molecule with the formula C5H8N2O (ωB97M-V/def2-TZVPD, OMol25).

Atoms and positions in Å:
C -0.95825 0.32288 0.15417
C -0.49766 1.13578 1.36266
C -0.68167 -1.05989 0.24056
C -0.00703 0.57387 -1.20494
C 1.26894 -0.66775 -0.96480
N -0.67158 -2.24728 0.27210
N 2.41194 -0.46763 -0.47137
O -0.55226 0.44489 -2.31578
H -1.99885 0.51906 -0.12094
H -1.36617 -2.91746 0.57897
H 2.45595 0.38186 0.09761
H 0.62250 1.45393 -0.96531
H 1.11448 -1.52030 -1.63292
H 0.53820 0.90764 1.61422
H -0.56295 2.19572 1.11485
H -1.11560 0.94468 2.24092

Its gap between HOMO and LUMO (spin up / spin down) is 6.911 / 6.913 eV. Its HOMO energy (spin up / spin down) is -7.67 / -7.67 eV. The value obtained for the max |F| is 1.5 eV/A. For the calculated total energy, the calculation gives -379.891896 hartree. As for the energy above the lowest of the compared OMol25 structures with the same formula, charge and spin: 5.341 eV. The spin multiplicity is 1.

natural (NBO) atomic charge list, values in e, 4 entries: atom 1 (C): -0.4597, atom 2 (C): -0.5919, atom 3 (C): 0.6913, atom 4 (C): 0.2328